Entry 1:
Molecular formula: C5H7N
Method: DFT, the ωB97M-V functional and the def2-TZVPD basis

Values from the calculation:
HOMO-LUMO gap, eV: 10.4
Electronic energy, eV: -6785.6353
HOMO energy, Eh: -0.342
SMILES: C#C[C@]1(C)CN1

```
! RIJCOSX wB97M-V def2-TZVPD def2/J DEFGRID3
* xyz 0 1
C 1.374 0.480 0.076
C -1.049 0.768 0.230
C -0.213 -1.615 0.047
N 0.901 0.210 -1.274
H 2.192 -0.139 0.438
C -1.851 1.568 0.638
H 0.602 1.061 -1.744
H -0.736 -1.807 0.990
H -2.527 2.276 1.063
H -0.792 -2.020 -0.791
C 0.031 -0.131 -0.143
H 1.372 1.510 0.428
H 0.746 -2.137 0.062
*
```

---

Entry 2:
Molecular formula: C25H26F2NOS
Method: DFT, the ωB97M-V functional and the def2-TZVPD basis

Values from the calculation:
HOMO-LUMO gap, eV: 4.1
Electronic energy, eV: -46145.2152
HOMO energy, Eh: -0.355

```
! RIJCOSX wB97M-V def2-TZVPD def2/J DEFGRID3
* xyz 1 1
C -0.024 -0.829 0.339
F 5.688 1.400 -4.509
C 3.135 -2.759 -0.948
F -1.874 4.789 1.893
C -3.336 -2.783 0.425
H 0.719 3.220 -1.426
C 5.572 1.393 -2.135
H 2.772 -3.776 -0.779
C 4.972 1.655 -3.365
H -7.374 -1.846 -0.758
H 3.285 2.434 -4.465
H 0.113 4.069 3.448
H 2.723 -2.349 -1.873
C -0.696 4.242 1.449
C -1.976 -2.483 0.406
H 2.003 2.935 -2.430
C 4.821 1.608 -0.994
H 6.591 1.017 -2.075
H -7.366 -1.832 1.642
N -5.671 -2.028 0.438
H 2.192 2.947 2.632
C -4.301 -1.748 0.432
C -0.511 4.090 0.077
C 2.783 2.223 0.195
H -4.545 0.411 0.436
C -6.400 -2.358 1.652
C 0.911 -1.900 0.438
C 3.703 2.211 -3.487
H -5.838 -2.051 2.540
C -2.458 -0.129 0.420
C 0.270 3.886 2.386
C 3.484 2.125 -1.042
O 0.334 0.358 0.178
S 2.601 -1.669 0.427
H 4.227 -2.736 -0.996
C 1.422 3.273 1.928
H -5.852 -2.073 -1.664
H -1.262 -3.302 0.389
H 3.285 1.749 1.042
H -3.659 -3.827 0.432
C 0.635 3.446 -0.369
H 5.239 1.381 -0.009
H 2.753 -3.738 1.706
H 2.714 -2.271 2.749
C -3.821 -0.407 0.431
C 2.982 2.479 -2.331
H -1.263 4.432 -0.628
H -6.618 -3.452 -0.819
C 1.633 2.988 0.539
C 3.124 -2.717 1.838
H 4.216 -2.702 1.891
H -6.610 -3.438 1.715
C -6.408 -2.371 -0.769
C -1.497 -1.163 0.403
H -2.116 0.906 0.418
H 0.578 -2.930 0.537
*
```

---

Entry 3:
Molecular formula: C32H35BIIrN2O4Si
Method: DFT, the ωB97M-V functional and the def2-TZVPD basis

Values from the calculation:
HOMO-LUMO gap, eV: 7.2
Electronic energy, eV: -64420.2664
HOMO energy, Eh: -0.292

```
! RIJCOSX wB97M-V def2-TZVPD def2/J DEFGRID3
* xyz 0 1
C -3.004 1.865 -0.344
C 2.806 1.255 4.770
C -3.214 -2.608 5.611
H 4.174 2.881 4.945
H 4.291 0.401 0.342
C 3.724 2.149 4.283
C -2.968 -2.900 4.282
C -0.645 -0.423 -7.231
H -5.064 0.991 -2.886
C 0.265 2.161 0.670
H -0.565 0.027 -8.224
H -2.506 -1.536 7.328
H 2.089 1.268 -5.973
C -2.310 -1.813 6.301
C -1.748 1.224 2.706
C 0.640 -0.786 -2.722
I -1.574 -2.776 1.617
C 2.414 1.320 6.223
O 1.020 1.558 6.421
H 2.722 -1.085 -6.761
H -2.208 2.209 2.579
H 4.886 2.067 0.609
C -2.237 0.701 -0.215
O 2.239 -0.480 1.614
C -2.529 -0.352 -1.082
H 1.052 2.267 1.422
C 0.008 -2.877 -3.719
C -4.281 0.910 -2.142
H -2.540 0.525 2.987
N 4.119 2.195 2.997
H 0.792 2.389 5.990
H -4.587 2.888 -1.366
H -1.040 1.296 3.536
H 1.478 -2.160 -7.403
H -3.725 -1.086 -2.702
H 1.134 -0.603 5.448
C 4.037 1.395 0.708
C 3.608 1.341 2.141
O 0.805 -0.248 -1.474
Si -0.876 0.731 1.103
H -1.960 -1.273 -1.036
C 2.216 0.335 3.864
H 3.011 2.091 6.716
C 1.179 -0.531 4.369
H -0.021 -2.850 -5.846
H 0.386 1.755 -5.938
C -3.534 -0.253 -2.036
H -0.292 3.101 0.640
H -0.294 -3.912 -3.635
Ir 0.367 -1.162 1.479
C -1.171 -1.337 5.681
H 1.097 0.867 -3.984
N 0.269 -1.129 3.675
B 0.477 -1.256 -0.547
H 3.214 1.754 0.085
C 2.631 0.371 2.523
O 0.155 -2.435 -1.277
C -1.818 -2.428 3.672
C 0.699 -0.330 -6.497
H 0.733 1.999 -0.301
C 1.121 1.139 -6.460
H 1.209 1.517 -7.480
C 0.800 -0.170 -3.943
H -3.682 -3.479 3.710
C 0.556 -0.925 -5.094
H -4.116 -2.967 6.087
C 1.762 -1.114 -7.279
H 2.622 0.378 6.735
C 0.168 -2.261 -4.957
C -0.868 -1.661 4.351
H -0.964 -1.458 -7.357
C 0.252 -2.107 -2.605
H 1.895 -0.682 -8.274
H -1.424 0.104 -6.677
H -0.535 -0.662 6.237
H -2.807 2.714 0.301
C -4.013 1.973 -1.290
*
```

---

Entry 4:
Molecular formula: C14H28Cl14
Method: DFT, the ωB97M-V functional and the def2-TZVPD basis

Values from the calculation:
HOMO-LUMO gap, eV: 11.0
Electronic energy, eV: -190288.1490
HOMO energy, Eh: -0.390
SMILES: ClCCCl.ClCCCl.ClCCCl.ClCCCl.ClCCCl.ClCCCl.ClCCCl

```
! RIJCOSX wB97M-V def2-TZVPD def2/J DEFGRID3
* xyz 0 1
C -0.311 0.420 1.280
C 2.073 1.440 4.494
H 1.091 -3.525 2.617
H 0.259 1.347 1.245
H 2.604 0.918 3.697
C -2.910 -2.788 1.612
Cl 2.417 5.202 -0.902
H -2.872 -3.875 1.582
C 0.379 -5.194 1.475
H -1.907 -2.392 1.479
C 3.456 2.685 -1.034
Cl 1.164 1.219 7.073
H 2.525 -0.995 -3.967
Cl 0.078 -2.382 -2.878
Cl 1.973 1.268 -4.172
Cl 0.722 -5.287 4.151
C 1.801 -0.369 -3.453
H 1.046 1.570 4.163
C 1.219 -4.603 2.587
H 1.553 3.291 -1.879
H 3.511 1.737 -1.563
C 2.576 3.647 -1.795
H 2.277 -4.810 2.453
H 4.443 3.123 -0.916
H -1.058 -1.096 -0.058
H 0.360 -0.312 -0.666
C 0.400 -0.839 -3.730
Cl 2.923 2.987 4.699
H 2.031 -0.339 -2.392
H -0.670 -5.129 1.741
H -4.795 -2.885 0.596
C -0.550 -0.133 -0.098
H -4.704 3.426 -4.168
H 0.715 -6.182 1.187
H 0.232 -1.004 -4.790
Cl -1.597 0.981 -1.011
Cl -3.577 5.171 -5.260
Cl 2.889 2.319 0.617
C -3.763 3.943 -3.986
H -3.846 4.456 -3.030
C -2.629 2.948 -3.958
C 2.156 0.575 5.735
H -2.886 2.185 -3.225
H -1.262 0.666 1.752
Cl -3.504 -2.313 3.220
H -2.493 2.501 -4.939
Cl -3.167 -2.583 -1.057
Cl -1.109 3.702 -3.455
C -3.884 -2.297 0.552
Cl 0.560 -4.147 0.012
H -4.104 -1.241 0.675
H 1.740 -0.404 5.505
Cl 0.550 -0.779 2.258
H 3.029 3.829 -2.764
H -0.345 -0.134 -3.368
H 3.190 0.482 6.055
*
```